[1]
C6H14N2O2 | ωB97M-V/def2-TZVPD

Results
orbital gap	9.73	eV
total charge	0
LUMO	0.57	eV
E	-13525.1375	eV
relative energy (zero: lowest compared OMol25 entry of this formula, charge and spin)	47.0	kJ/mol

CARTESIAN COORDINATES (ANGSTROEM)
C: 0.357 -2.888 1.421
C: 2.273 0.013 -0.052
C: 2.036 -1.324 0.594
O: 2.940 -2.022 1.020
N: 0.732 -1.697 0.710
H: 0.054 -0.999 0.458
H: -0.650 -3.154 1.130
H: 1.519 0.770 0.175
H: 1.065 -3.672 1.127
H: 0.499 -2.856 2.505
H: 3.210 0.401 0.333
H: 2.353 -0.082 -1.137
C: -1.611 0.740 -2.424
C: -1.083 2.217 1.006
C: -1.591 0.855 -0.934
O: -1.831 -0.080 -0.183
N: -1.145 2.032 -0.431
H: -2.496 1.170 -2.913
H: -0.937 2.851 -0.970
H: -0.427 1.511 1.510
H: -0.779 1.250 -2.923
H: -1.625 -0.315 -2.714
H: -0.802 3.229 1.253
H: -2.060 2.051 1.437

[2]
C6H14N2O2 | ωB97M-V/def2-TZVPD

Results
orbital gap	10.16	eV
total charge	0
LUMO	0.73	eV
E	-13524.8129	eV
relative energy (zero: lowest compared OMol25 entry of this formula, charge and spin)	78.3	kJ/mol

CARTESIAN COORDINATES (ANGSTROEM)
C: 2.657 1.635 -0.378
C: 1.612 -1.162 -2.684
C: 1.848 0.841 -1.364
O: 0.748 1.206 -1.706
N: 2.401 -0.326 -1.806
H: 3.620 1.978 -0.750
H: 3.262 -0.618 -1.378
H: 1.461 -2.143 -2.243
H: 2.093 2.467 0.032
H: 2.898 0.981 0.474
H: 0.661 -0.658 -2.763
H: 1.986 -1.222 -3.708
C: -2.772 1.124 0.679
C: -1.024 -1.341 2.921
C: -1.760 -0.838 1.717
O: -1.889 -1.466 0.681
N: -2.207 0.439 1.820
H: -2.116 0.926 2.695
H: -3.476 0.440 0.222
H: -3.358 1.979 0.983
H: 0.000 -0.952 2.922
H: -2.061 1.296 -0.130
H: -1.566 -1.101 3.831
H: -0.824 -2.413 2.966

[3]
C6H14N2O2 | ωB97M-V/def2-TZVPD

Results
orbital gap	10.03	eV
total charge	0
LUMO	0.67	eV
E	-13524.5446	eV
relative energy (zero: lowest compared OMol25 entry of this formula, charge and spin)	104.2	kJ/mol

CARTESIAN COORDINATES (ANGSTROEM)
C: -1.860 0.427 -0.423
C: -3.205 -0.104 0.070
C: -0.758 -0.406 0.280
C: 0.635 -0.097 -0.276
C: 1.755 -0.835 0.446
C: 3.135 -0.532 -0.084
H: -2.384 2.302 -0.798
H: -2.044 1.999 0.734
H: -1.848 0.173 -1.571
H: -0.945 -1.473 0.125
H: -0.841 -0.211 1.368
H: 0.655 -0.386 -1.298
H: 0.739 1.007 -0.233
H: 1.694 -0.603 1.500
H: 1.608 -1.905 0.399
H: 3.931 -1.159 0.420
H: 3.180 -0.900 -1.150
H: 3.548 1.136 0.955
H: 2.959 1.388 -0.543
H: -4.373 -1.633 -0.084
N: -1.684 1.809 -0.197
N: 3.600 0.865 0.025
O: -3.979 0.496 0.751
O: -3.517 -1.358 -0.416

Values of molar mass, in order: 146.190; 146.190; 146.190, all in g mol⁻¹.
Values of HOMO energy, in order: -9.16; -9.42; -9.36, all in eV.